i | ORCA calculation (wB97M-V/def2-TZVPD) on a cluster of 2 separate species, C4H11N3O in total.

Last columns: bonded neighbours and bond lengths (Å).
Element x y z (Å)
1 C 1.4583 1.8966 0.0704  C2 1.509, H5 1.090, H6 1.088, H7 1.083
2 C 2.3879 0.7863 -0.3549  C1 1.509, N3 1.369, O4 1.212
3 N 2.5444 -0.2137 0.5671  C2 1.369, H8 1.006, H9 1.007
4 O 2.9638 0.7754 -1.4208  C2 1.212
5 H 1.6201 2.1888 1.1082  C1 1.090
6 H 0.4336 1.5497 -0.0455  C1 1.088
7 H 1.5994 2.7531 -0.5775  C1 1.083
8 H 1.8437 -0.3578 1.2751  N3 1.006
9 H 3.0353 -1.0286 0.2355  N3 1.007
10 C -2.9722 -1.5823 -1.2211  N11 1.451, H14 1.088, H15 1.086, H16 1.091
11 N -2.7775 -1.2504 0.1778  C10 1.451, C12 1.360, H17 1.009
12 C -1.9879 -0.2080 0.5523  N11 1.360, N13 1.273, H18 1.095
13 N -1.4421 -0.1443 1.7002  C12 1.273, H19 1.016
14 H -3.8578 -2.2061 -1.3231  C10 1.088
15 H -3.1403 -0.6649 -1.7778  C10 1.086
16 H -2.1224 -2.1053 -1.6624  C10 1.091
17 H -2.7662 -2.0072 0.8453  N11 1.009
18 H -1.8554 0.5425 -0.2335  C12 1.095
19 H -1.0801 0.7926 1.8559  N13 1.016

Results
Multiplicity: 1
Structure (SMILES): [H]/N=C/NC.CC(N)=O
Orbital gap: 10.039 eV
Lowest unoccupied orbital energy: 0.8 eV

Mulliken population analysis, charges in e, atoms 1 to 6: -0.600 0.608 -0.411 -0.601 0.314 -0.111

ii | ORCA calculation (wB97M-V/def2-TZVPD) on a cluster of 2 separate species, C4H11N3O in total.

Last columns: bonded neighbours and bond lengths (Å).
Element x y z (Å)
1 C -1.0086 -0.9760 0.2543  N4 1.475, C5 1.488, H13 1.089, H14 1.086
2 C 0.1200 1.2971 -1.6209  N6 1.337, H15 1.083, H16 1.083
3 C -0.0674 0.1348 2.4099  C5 1.516, H17 1.092, H18 1.093, H19 1.094
4 N -1.1150 0.4680 -0.0266  C1 1.475, C5 1.693, H10 1.017
5 C 0.0795 -0.2338 0.9471  C1 1.488, C3 1.516, N4 1.693, N8 1.381
6 N 0.3641 0.3321 -2.5136  C2 1.337, H11 1.034, H12 1.012
7 O 1.6010 -1.1544 -0.5748  N8 1.481, H9 0.965
8 N 1.3780 -0.1441 0.4843  C5 1.381, O7 1.481
9 H 2.5146 -1.4064 -0.3911  O7 0.965
10 H -1.9620 0.8388 0.3969  N4 1.017
11 H 1.0369 -0.3754 -2.1728  N6 1.034
12 H -0.4423 -0.0584 -2.9831  N6 1.012
13 H -1.7851 -1.4052 0.8861  C1 1.089
14 H -0.7241 -1.5952 -0.5909  C1 1.086
15 H 0.9629 1.5911 -1.0084  C2 1.083
16 H -0.6843 1.9899 -1.8362  C2 1.083
17 H 0.5132 -0.5583 3.0221  C3 1.092
18 H 0.3286 1.1394 2.5763  C3 1.093
19 H -1.1097 0.1161 2.7414  C3 1.094

Results
Multiplicity: 1
Orbital gap: 7.279 eV
Lowest unoccupied orbital energy: 0.8 eV

Mulliken population analysis, charges in e, atoms 1 to 6: -0.658 -0.425 -1.210 -0.565 1.209 -0.343

iii | ORCA calculation (wB97M-V/def2-TZVPD) on the molecule C4H11N3O.

Last columns: bonded neighbours and bond lengths (Å).
Element x y z (Å)
1 O -0.3739 -1.8346 -0.5803  C2 1.218
2 C -0.0821 -0.8060 0.0042  O1 1.218, N3 1.370, C6 1.529
3 N -1.0155 -0.1324 0.7474  C2 1.370, C4 1.448, H9 1.009
4 C -0.8055 1.0947 1.4875  N3 1.448, N5 1.463, H10 1.093, H11 1.082
5 N -1.4306 0.9821 2.8059  C4 1.463, H12 1.014, H13 1.008
6 C 1.2860 -0.1816 -0.2716  C2 1.529, N7 1.456, H14 1.094, H15 1.091
7 N 1.2406 0.5983 -1.4997  C6 1.456, C8 1.467, H16 1.011
8 C 1.1047 -0.2102 -2.7163  N7 1.467, H17 1.087, H18 1.092, H19 1.103
9 H -1.7144 -0.7776 1.0843  N3 1.009
10 H -1.2807 1.8901 0.9085  C4 1.093
11 H 0.2389 1.3619 1.5752  C4 1.082
12 H -2.1816 1.6626 2.8476  N5 1.014
13 H -0.7635 1.1299 3.5467  N5 1.008
14 H 1.9329 -1.0632 -0.3173  C6 1.094
15 H 1.6538 0.4911 0.5051  C6 1.091
16 H 2.0781 1.1625 -1.5553  N7 1.011
17 H 1.3060 -1.2622 -2.5293  C8 1.087
18 H 0.1588 -0.0098 -3.2234  C8 1.092
19 H 1.7408 0.2173 -3.5101  C8 1.103

Results
Multiplicity: 1
Structure (SMILES): CNCC(=O)NCN
Orbital gap: 9.618 eV
Lowest unoccupied orbital energy: 0.8 eV

Mulliken population analysis, charges in e, atoms 1 to 6: -0.637 0.532 -0.202 -0.168 -0.614 -0.793

The data favor i; the next most stable structure lies 16.2 kcal/mol above it.

i | ORCA calculation (wB97M-V/def2-TZVPD) on a cluster of 2 separate species, C4H11N3O in total.

Last columns: bonded neighbours and bond lengths (Å).
Element x y z (Å)
1 C 2.0211 1.7747 1.2799  N2 1.445, H5 1.090, H6 1.090, H7 1.093
2 N 0.6243 1.4086 1.2276  C1 1.445, C3 1.357, H8 1.005
3 C 0.0187 0.6162 2.1479  N2 1.357, N4 1.271, H9 1.091
4 N -1.1544 0.1523 1.9953  C3 1.271, H10 1.013
5 H 2.1568 2.8113 0.9711  C1 1.090
6 H 2.3735 1.6862 2.3070  C1 1.090
7 H 2.6442 1.1520 0.6320  C1 1.093
8 H 0.1016 1.6150 0.3948  N2 1.005
9 H 0.6221 0.4254 3.0361  C3 1.091
10 H -1.4146 -0.3554 2.8324  N4 1.013
11 C 0.0599 -1.7702 -2.0932  C12 1.516, H15 1.087, H16 1.084, H17 1.092
12 C -1.4361 -1.5651 -1.9607  C11 1.516, N13 1.377, O14 1.209
13 N -1.8120 -0.2602 -1.7298  C12 1.377, H18 1.009, H19 1.007
14 O -2.2472 -2.4556 -2.0602  C12 1.209
15 H 0.4961 -0.9866 -2.7077  C11 1.087
16 H 0.2656 -2.7431 -2.5248  C11 1.084
17 H 0.4914 -1.7213 -1.0907  C11 1.092
18 H -2.7086 -0.1440 -1.2808  N13 1.009
19 H -1.1023 0.3598 -1.3763  N13 1.007

Results
Multiplicity: 1
Structure (SMILES): [H]/N=C/NC.CC(N)=O
Orbital gap: 9.817 eV
Lowest unoccupied orbital energy: 0.7 eV

Mulliken population analysis, charges in e, atoms 1 to 6: -0.765 -0.203 0.049 -0.610 0.297 0.260

ii | ORCA calculation (wB97M-V/def2-TZVPD) on the molecule C4H11N3O.

Last columns: bonded neighbours and bond lengths (Å).
Element x y z (Å)
1 C -0.7944 0.2642 -0.3616  C2 1.531, C3 1.523, H7 1.094, N16 1.475
2 C -2.0322 0.4120 0.5280  C1 1.531, H8 1.123, H9 1.101, O19 1.394
3 C 0.3664 1.0141 0.2788  C1 1.523, H11 1.096, H12 1.082, N17 1.461
4 C 2.5245 -0.0426 -0.1258  H14 1.090, N17 1.336, N18 1.273
5 H 0.0294 -1.4684 0.2215  N16 1.018
6 H -0.0175 -1.3615 -1.3725  N16 1.005
7 H -1.0151 0.7236 -1.3291  C1 1.094
8 H -2.3259 1.4962 0.5441  C2 1.123
9 H -1.8476 0.1579 1.5828  C2 1.101
10 H -2.6818 -1.0555 -0.4637  O19 0.975
11 H 0.4410 0.5631 1.2750  C3 1.096
12 H 0.0702 2.0482 0.3919  C3 1.082
13 H 1.9327 1.6615 -1.0234  N17 1.008
14 H 3.4948 0.0857 -0.6049  C4 1.090
15 H 3.0913 -1.5679 0.8085  N18 1.032
16 N -0.5681 -1.1806 -0.5514  C1 1.475, H5 1.018, H6 1.005
17 N 1.6260 0.8908 -0.4510  C3 1.461, C4 1.336, H13 1.008
18 N 2.2662 -0.9541 0.7250  C4 1.273, H15 1.032
19 O -3.1032 -0.3077 -0.0006  C2 1.394, H10 0.975

Results
Multiplicity: 1
Structure (SMILES): [H]/N=C/NC[C@@H](N)CO
Orbital gap: 9.685 eV
Lowest unoccupied orbital energy: 0.7 eV

Mulliken population analysis, charges in e, atoms 1 to 6: 0.431 -0.731 -1.075 -0.141 0.271 0.227

The data favor i; the next most stable structure lies 10.5 kcal/mol above it.